[1]
Below is 10 unconnected molecules or ions with the total composition C37H73Br3O18S9 in a non-equilibrium geometry, with properties calculated with ωB97M-V/def2-TZVPD.

DFT total energy = -384046.186 eV
Molecular weight = 1334.3 g/mol
LUMO level = -0.811 eV
Orbital gap = 9.009 eV
2S+1 = 1

Each line ends with the Löwdin charge.
Atoms and positions in Å:
H1 -0.795 -0.800 1.949  0.064
H2 -5.841 0.754 2.700  0.122
C1 0.251 1.657 -0.049  -0.209
H3 -0.119 2.679 -0.127  0.094
H4 -5.061 3.405 1.753  0.103
H5 2.661 -0.241 4.401  0.058
S1 -6.259 -3.467 -1.234  0.723
C2 -4.407 0.806 0.339  -0.209
H6 6.190 0.425 5.456  0.113
H7 -0.021 1.253 0.927  0.069
H8 -4.005 0.778 -0.674  0.099
C3 5.717 1.184 4.832  -0.237
H9 1.906 2.072 -1.265  0.116
H10 -1.262 3.421 -4.261  0.098
H11 -2.072 -4.267 2.236  0.103
C4 -0.849 4.627 3.204  -0.243
C5 -4.888 -2.370 -1.798  -0.197
C6 1.822 -0.029 -0.753  -0.206
H12 -1.127 5.603 2.806  0.123
O1 1.801 2.888 5.199  -0.343
H13 -1.435 -5.725 -5.587  0.095
H14 5.541 1.493 2.695  0.041
H15 0.782 6.627 -5.845  0.098
C7 -3.681 -2.645 -0.921  -0.229
H16 4.644 -4.031 0.051  0.115
H17 -0.410 -2.730 0.786  0.107
S2 -0.728 0.643 -1.248  0.674
H18 -0.623 -1.854 -4.826  0.089
O2 3.913 -0.481 1.875  -0.364
C8 3.880 -3.509 -3.310  -0.212
H19 -5.633 -5.251 0.207  0.095
H20 6.149 2.154 5.080  0.062
H21 6.823 -3.004 -1.444  0.089
H22 -1.453 2.031 4.196  0.059
H23 -4.448 -0.189 0.783  0.083
H24 -2.153 -3.283 4.752  0.097
H25 0.369 5.071 -2.188  0.111
H26 4.536 -2.391 -0.584  0.100
O3 -1.290 1.497 -2.289  -0.321
H27 3.825 1.820 4.352  0.080
C9 -0.913 2.765 4.794  -0.187
C10 -5.245 -4.237 0.115  -0.181
O4 5.336 -2.007 3.398  -0.346
H28 -0.651 -4.066 4.447  0.100
C11 -1.280 -3.246 4.101  -0.180
H29 2.665 -3.835 -1.508  0.103
H30 3.480 -4.139 -4.105  0.095
C12 -1.313 -2.931 -6.526  -0.201
H31 -1.197 4.732 5.328  0.112
C13 4.737 -3.428 -0.853  -0.206
H32 3.789 -1.017 5.379  0.106
C14 4.621 5.179 2.891  -1.436
S3 -0.382 -1.596 4.254  0.754
C15 -3.717 -4.080 -0.314  -0.152
C16 0.839 6.104 -4.890  -0.199
S4 4.645 -0.755 3.118  0.729
C17 -0.422 -2.835 1.871  -0.221
C18 0.654 4.420 3.242  -0.217
H33 2.762 -0.348 -1.204  0.117
O5 5.931 -5.184 -3.830  -0.350
Br1 4.733 6.979 2.035  0.528
H34 1.080 5.127 3.955  0.096
H35 -4.554 2.820 3.345  0.095
C19 -5.847 1.270 0.543  -0.210
C20 3.729 -0.237 4.620  -0.212
C21 6.020 -3.733 -1.557  -0.202
C22 -0.265 -2.720 -5.383  -0.193
C23 -1.882 -4.898 -5.034  -0.197
O6 -1.327 -0.603 4.756  -0.344
O7 -7.296 -2.698 -0.491  -0.378
H36 0.529 -1.386 -1.791  0.093
C24 -2.500 -3.838 -6.056  -0.179
O8 -2.691 0.782 2.543  -0.328
H37 -0.843 -3.512 -7.320  0.107
H38 -3.222 -3.159 -5.603  0.099
H39 -2.511 -5.395 -4.296  0.097
O9 1.823 3.746 -5.533  -0.336
S5 -3.294 1.678 1.549  0.724
C25 -0.261 6.318 -3.738  -0.211
O10 -2.529 2.654 0.814  -0.337
H40 0.966 0.011 -2.744  0.109
H41 1.833 6.134 -4.444  0.096
S6 -0.480 -4.093 -4.188  0.705
H42 1.211 4.346 2.308  0.020
H43 -2.692 -2.539 -1.366  0.086
H44 -2.985 -4.023 0.492  0.068
H45 -1.252 5.121 -2.280  0.120
C26 1.714 1.445 -0.394  -0.203
C27 4.261 1.132 5.076  -0.246
C28 -0.059 -1.448 2.423  -0.197
H46 -1.166 3.951 2.410  0.085
C29 5.879 0.682 3.340  -0.181
H47 1.777 -0.632 0.154  0.097
H48 -3.606 -1.875 -0.153  0.078
H49 -2.616 4.120 4.373  0.108
H50 6.654 -4.582 -1.300  0.099
H51 -6.072 2.169 -0.030  0.121
O11 -1.590 -0.137 -0.460  -0.318
H52 -2.470 -2.614 2.394  0.110
H53 3.965 5.266 3.758  -0.025
H54 -1.188 6.530 -4.272  0.110
H55 -5.541 -3.566 0.921  0.089
O12 6.273 -2.708 -4.164  -0.332
H56 -5.344 -1.385 -1.706  0.086
H57 0.378 -3.565 1.993  0.117
O13 0.941 -1.626 4.919  -0.354
H58 -4.821 -2.565 -2.868  0.094
S7 5.660 -3.791 -3.460  0.695
H59 6.839 0.315 2.979  0.092
O14 -0.964 -3.524 -2.903  -0.370
H60 -6.855 2.148 2.241  0.121
H61 2.360 1.797 0.410  0.058
H62 -1.785 -2.061 -6.983  0.114
H63 0.224 3.041 -3.338  0.071
H64 -6.555 0.483 0.281  0.119
H65 -0.957 2.517 5.854  0.110
Br2 6.434 4.524 3.450  0.586
H66 3.969 1.301 6.112  0.129
H67 3.797 -2.427 -3.409  0.097
C30 3.676 -4.032 -1.863  -0.212
S8 0.551 4.403 -5.381  0.688
C31 -0.402 5.057 -2.959  -0.247
C32 -1.671 -3.324 2.607  -0.219
H68 3.948 -5.085 -1.780  0.114
C33 -0.333 3.822 -3.856  -0.196
S9 0.812 2.764 4.127  0.712
O15 -6.677 -4.434 -2.245  -0.343
C34 0.697 -0.311 -1.738  -0.220
Br3 3.712 3.907 1.675  0.642
H69 0.755 -2.567 -5.735  0.105
C35 -1.530 4.154 4.466  -0.194
O16 -0.448 4.497 -6.456  -0.348
H70 -3.007 -4.350 -6.873  0.109
O17 0.654 -5.006 -4.163  -0.338
H71 -0.082 7.215 -3.145  0.111
O18 0.949 1.759 3.093  -0.337
C36 -5.946 1.593 2.011  -0.240
C37 -4.775 2.520 2.321  -0.206
H72 0.889 -0.936 2.260  0.083
H73 -3.390 -4.829 -1.035  0.111

[2]
Below is a molecular structure, CHNO2S in a non-equilibrium geometry, with properties calculated with ωB97M-V/def2-TZVPD.

DFT total energy = -17464.955 eV
Molecular weight = 91.1 g/mol
⟨S²⟩ = 2.01
LUMO level (spin up / spin down) = 0.582 / -3.074 eV
Orbital gap (spin up / spin down) = 6.961 / 7.182 eV
2S+1 = 3
Energy above the lowest of the compared OMol25 structures with the same formula, charge and spin = 158.40 kcal per mole

Each line ends with the Mulliken spin population.
Atoms and positions in Å:
N1 0.180 0.740 -1.665  0.137
O1 0.387 0.287 -2.906  0.188
C1 0.172 1.147 -0.539  -0.037
H1 2.272 -0.852 -2.168  0.005
O2 0.227 1.213 0.617  0.031
S1 1.154 -1.084 -2.602  1.676

[3]
Below is 2 unconnected molecules or ions with the total composition C7H8Cl2 in a non-equilibrium geometry, with properties calculated with ωB97M-V/def2-TZVPD.

DFT total energy = -32429.058 eV
Molecular weight = 163.0 g/mol
LUMO level = 0.772 eV
Orbital gap = 9.425 eV
2S+1 = 1
Energy above the lowest of the compared OMol25 structures with the same formula, charge and spin = 104.84 kcal per mole

Each line ends with the Löwdin charge.
Atoms and positions in Å:
C1 -0.934 -1.419 -0.899  -0.214
H1 -1.326 -2.303 -2.778  0.077
H2 -2.921 -1.067 -1.326  0.053
H3 0.263 -2.488 -2.098  0.042
C2 3.360 2.074 0.947  0.110
Cl1 0.668 1.141 2.497  0.532
C3 -2.589 0.035 0.294  -0.634
H4 -1.915 0.360 1.035  0.023
C4 2.220 2.346 1.056  -0.305
H5 0.353 3.240 1.642  0.058
Cl2 -4.140 0.556 0.369  0.697
C5 -0.689 -2.102 -1.931  -0.001
H6 0.353 1.923 0.403  0.054
C6 -2.197 -0.805 -0.698  -0.200
H7 4.283 1.597 0.709  0.042
H8 -0.231 -1.270 -0.029  0.133
C7 0.830 2.430 1.191  -0.466